Record 1
The following is a quantum chemistry calculation of the molecule C7H13NSi at a distorted geometry, from OMol25.

LUMO	0.86	eV
total charge	0
HOMO energy	-7.9	eV
HOMO-LUMO gap	8.744	eV
ΔE to the lowest compared entry with this formula, charge and spin	56.2	kcal per mole
SMILES	CC(C)c1cccn1[SiH3]

CARTESIAN COORDINATES (ANGSTROEM)
H  -2.6342  0.2310  1.4322
H  -0.3674  -2.7054  -0.2042
H  -1.5606  -0.9897  -1.7002
H  -1.2753  -0.1607  2.3031
H  1.8832  2.1200  -1.4656
C  -0.9530  0.2009  0.0245
H  -1.2662  0.7454  -1.9494
C  0.2651  -0.5220  -0.0398
H  -2.7921  0.3010  -1.0044
H  1.6696  2.5530  0.9020
C  0.3579  -1.8908  0.0417
H  3.4639  -1.0087  0.0274
H  2.2100  -3.1135  -0.0613
C  -1.6730  -0.2371  1.2816
C  -1.7812  0.0598  -1.3175
H  -2.0000  -1.2937  1.0939
Si  2.2211  1.6501  -0.1600
H  3.7055  1.3632  -0.2603
N  1.5642  0.0392  0.0675
C  1.7460  -2.1982  0.0787
C  2.4176  -1.0194  0.1692
H  -0.7939  1.2899  0.1214

Results of the Löwdin charge analysis, in e, for atoms 1 through 6: H 0.06; H 0.13; H 0.10; H 0.09; H -0.09; C -0.41

***

Record 2
The following is a quantum chemistry calculation of the molecule C2H2N4O2 at a distorted geometry, from OMol25.

LUMO	-1.54	eV
total charge	0
HOMO energy	-9.8	eV
HOMO-LUMO gap	8.308	eV
ΔE to the lowest compared entry with this formula, charge and spin	158.2	kcal per mole
SMILES	Nc1nonnc1=O

CARTESIAN COORDINATES (ANGSTROEM)
H  -1.3600  -1.8271  0.3032
C  -0.0852  1.0205  -0.3022
N  1.2208  1.4373  0.2569
N  -1.3986  -0.9002  0.0673
C  -0.2632  -0.3439  -0.0001
O  2.0348  -0.5049  -0.4407
N  0.8157  -1.1444  -0.2361
H  -2.3008  -0.3202  0.4925
N  2.2932  0.6615  0.2182
O  -0.9570  1.9214  -0.3590

Results of the Löwdin charge analysis, in e, for atoms 1 through 6: H 0.08; C -0.35; N 0.12; N 0.17; C -0.41; O -0.13

***

Record 3
The following is a quantum chemistry calculation of C47H54N2OP2PdSSi as an isolated structure at a distorted geometry, from OMol25.

LUMO (spin up / spin down)	-7.48 / -7.48	eV
total charge	+2
HOMO energy (spin up / spin down)	-13.5 / -13.5	eV
HOMO-LUMO gap (spin up / spin down)	5.971 / 5.970	eV
ΔE to the lowest compared entry with this formula, charge and spin	95.3	kcal per mole

CARTESIAN COORDINATES (ANGSTROEM)
H  0.2550  -0.0325  -3.7330
C  -4.3427  -1.9749  -3.4162
H  -5.0520  0.2945  -0.6082
H  -4.9615  -3.8975  -2.6964
H  0.5591  1.7173  -3.7486
C  4.1834  1.7132  -2.1400
C  2.0686  -5.7111  -1.4321
H  -2.5344  5.7830  2.0784
H  6.1553  -1.0436  2.5837
C  2.6753  -2.8886  -3.7108
H  5.2955  -1.4560  -1.2630
H  -5.2546  2.7032  1.2693
C  -0.6841  5.6420  0.9667
H  5.2713  -0.3362  0.4134
P  2.6371  -0.1516  -0.7290
H  0.6096  0.4026  4.3162
H  -3.1506  1.9907  2.3111
C  -1.9932  -3.7428  1.4598
H  4.6025  -1.6137  4.4293
H  3.5590  4.4379  0.5437
H  -1.2298  5.4814  0.0329
H  1.8695  0.5697  -4.1144
C  4.5458  -1.8541  -1.9286
H  -6.8492  0.0817  1.1468
H  0.1673  6.2882  0.7411
P  -0.7712  -2.2401  -0.5409
C  -1.5885  6.3269  1.9919
C  3.7365  3.6692  -0.1970
H  2.7586  -6.5226  -1.6219
C  -3.4399  0.6291  0.7428
H  -5.1724  -1.8799  -4.1038
C  5.0855  -1.0110  2.4273
H  -5.7585  0.5330  2.4623
C  2.3124  -4.8289  -0.3851
H  2.1846  -1.3821  4.1087
C  -3.1615  -3.2480  -1.7471
H  -4.2160  1.8258  -0.8612
H  -6.4154  2.2825  0.0283
C  -6.4197  0.9267  1.6872
H  -0.9787  8.3694  1.6031
H  -2.0781  -3.5529  4.8332
C  2.8499  -1.1927  3.2738
H  4.2859  -4.1012  -4.4460
H  3.1903  -4.9461  0.2367
C  -0.6913  -1.8549  2.2296
H  -3.7986  -0.0750  1.4946
C  -2.3189  -4.0739  2.7652
C  1.4282  -3.7969  -0.1390
H  -3.0796  -4.1528  -1.1622
S  -0.9772  2.1296  -0.5628
C  -3.3908  -0.9687  -3.3354
C  -2.3373  -1.0950  -2.4460
H  5.9398  -3.1712  -2.8651
C  4.7055  2.9851  -2.2978
C  -1.8920  7.7740  1.6137
C  0.9910  0.7454  -3.4814
H  -0.9121  0.9477  3.5999
C  -1.6899  2.4013  0.9934
C  3.9846  -3.3453  -3.7331
C  0.9448  -5.5571  -2.2288
C  3.2072  -0.5907  0.9776
H  0.6040  1.7998  3.2490
H  -1.0967  6.3066  2.9704
C  2.2964  -1.9305  -2.7872
N  -1.2087  3.3569  1.7850
H  -1.6024  -0.3006  -2.3766
H  4.3391  0.9559  -2.8984
C  -1.0177  -2.2140  3.5395
H  0.4923  3.8491  0.6957
H  5.2818  3.2251  -3.1810
H  -0.6254  -1.6348  4.3675
C  -1.8333  -3.3017  3.8097
C  3.2275  -1.4010  -1.8945
H  2.6406  2.1495  0.8579
C  0.1548  0.8200  3.4167
H  -1.7093  3.5618  2.6385
C  4.5839  -0.6341  1.1923
H  -3.4665  -0.0923  -3.9652
C  3.2265  2.3967  -0.0217
H  -2.3477  7.8355  0.6249
H  1.6065  -3.1043  0.6770
C  -4.6059  1.1505  -0.0944
H  -7.2319  1.4539  2.1854
C  -2.2129  -2.2328  -1.6396
Pd  0.1139  -0.0527  -0.4054
C  -5.6886  1.8598  0.7230
C  3.4558  1.4145  -0.9907
H  0.7590  -6.2510  -3.0381
C  0.2915  -3.6437  -0.9386
H  -0.8171  -4.3927  -2.6244
Si  0.4739  -0.3689  1.9776
H  0.4494  4.4488  2.3647
H  4.8842  4.9548  -1.4717
H  1.9524  -3.2787  -4.4144
O  1.3291  0.7687  -2.1217
H  -2.9398  -4.9365  2.9663
H  -2.3284  -4.3791  0.6531
C  -1.2146  -2.6192  1.1885
C  4.4803  3.9608  -1.3339
N  -2.7203  1.6839  1.4498
H  -2.7366  0.1070  0.1035
C  0.0565  -4.5163  -1.9962
H  1.2729  -1.5834  -2.7510
C  -4.2246  -3.1090  -2.6245
H  -2.5764  8.2207  2.3336
C  2.3221  -0.8188  2.0364
C  4.2160  -1.3199  3.4626
C  -0.1397  4.3008  1.4567
C  4.9146  -2.8268  -2.8431

Results of the Löwdin charge analysis, in e, for atoms 1 through 6: H 0.06; C -0.04; H 0.12; H 0.12; H 0.10; C -0.05